## a
Here is a cluster of 32 separate species, H64O32 in total from the Open Molecules 2025 dataset. Energies are from the ωB97M-V functional and the def2-TZVPD basis.

Last column: Mulliken charge in e.
Cartesian coordinates (Å):
H -3.8262 3.4668 -0.1033  0.4014
O 0.8383 -3.9625 -1.6038  -0.5929
H 5.2567 2.7922 0.1600  0.3340
H -2.8478 -1.7365 3.3293  0.4094
H 0.5983 0.0062 0.1954  0.1066
H -3.0775 -3.4319 -1.9253  0.2878
H -2.5493 1.0262 4.8272  0.3911
H 4.5030 -2.2638 -3.0447  0.2754
H -4.8396 -1.6130 -1.1129  0.2655
H 4.4936 -3.3743 2.2853  0.2503
O 4.8604 -1.4317 -2.7347  -0.6283
H -5.4254 -0.4996 -1.9549  0.2747
O 3.6038 -0.3695 2.4208  -0.6663
H 2.2658 -0.3332 -2.2344  0.3679
O -3.2591 2.1580 -1.3227  -0.7122
H -2.8256 -1.2832 0.0235  -0.0920
O 1.0802 -1.5468 -2.7516  -0.7127
O -0.4732 3.3498 -1.3123  -0.4724
H 3.7384 -1.2101 1.9831  0.3220
H 2.0142 2.1717 0.4667  0.1777
H 2.4920 4.4682 -3.0497  0.3212
H 1.8424 -2.7390 4.2661  0.4575
H -3.1331 -3.6732 0.8675  0.2576
H 4.1130 -0.8338 -2.7370  0.4801
H -1.2585 0.0668 -3.6175  0.2744
O -2.5831 -2.9561 0.5522  -0.6956
O -0.5746 0.5838 -3.1917  -0.5504
H -3.6256 0.1870 3.1392  0.3600
H -0.9045 -0.1125 0.3350  0.0156
H -4.3608 -3.7023 -2.6815  0.2487
H 1.5623 -2.7943 2.0551  0.2275
H 0.5145 -1.9552 -3.4069  0.2311
H 0.4337 0.8297 4.0701  0.2335
H 1.1529 0.3629 2.8224  0.1888
H -1.1765 1.6429 3.0676  0.3419
H 2.1862 4.8056 0.2442  0.2254
H -5.0476 -0.3324 3.1216  0.2117
O 1.1050 -2.3877 2.7911  -0.5095
H -0.6553 4.2493 -1.0402  0.2228
H 3.3879 1.3566 -3.5936  0.4595
H -6.5684 1.2477 0.9630  0.3055
O -0.2109 3.0675 -4.4612  -0.6285
O 1.8457 4.6043 -2.3569  -0.5982
O -2.0725 -2.2807 3.1914  -0.6304
H 3.9695 -4.8316 -0.5152  0.3120
O -0.1077 -0.6372 0.2574  0.0965
O 2.7503 4.1525 0.6582  -0.4980
H 0.0026 -0.0658 -2.7905  0.3471
H 0.9539 2.4901 -0.5659  0.2165
O 2.9711 0.3140 -2.2304  -0.7344
H -3.8320 1.7217 -1.9533  0.2192
H 0.9980 -2.1078 -1.9804  0.3791
O 5.3245 1.8479 1.8799  -0.6039
O 4.0592 -2.8382 1.6219  -0.7468
O -2.9012 -0.3836 0.3417  0.1859
H 4.8075 1.0775 2.1155  0.3861
O -4.2709 3.7619 0.6912  -0.6694
H -3.4179 -0.4555 1.1443  0.2876
H -2.2977 -2.0041 -2.9333  0.3561
H -3.7879 1.5067 5.5531  0.2936
H -2.0418 -2.4191 2.2448  0.3438
O 0.3312 0.7521 3.1215  -0.5301
H 3.7863 -0.5473 3.3434  0.2904
H -2.0858 -2.2923 -4.4043  0.2325
O -6.3213 1.6397 0.1254  -0.6150
O -1.8597 -1.6677 -3.7151  -0.6252
O -2.0795 1.7000 3.3799  -0.5874
H 2.5846 1.5841 -4.8565  0.2751
H 3.1822 -4.0757 0.5339  0.4724
O 2.4769 -3.0920 4.8899  -0.6259
H 5.2750 2.4147 2.6496  0.2919
H 2.7045 0.9555 -1.5719  0.2425
O 3.3812 1.8637 -4.4054  -0.6671
O 3.1082 -4.7894 -0.0997  -0.7000
H 4.5611 -2.9931 0.8217  0.3266
H -0.1800 2.1476 -4.1983  0.4125
H 1.1701 -4.3495 -2.4140  0.2415
H 3.1578 4.6163 1.3896  0.2127
H 1.4499 -4.2573 -0.9290  0.3334
H 3.8988 3.1285 -0.4187  0.3307
H -2.4776 2.3825 2.8397  0.2854
O 4.8232 3.0486 -0.6540  -0.6444
H -1.8061 -3.3878 0.1971  0.2386
H -1.3322 2.9845 -1.5239  0.1408
H 2.9718 -3.7397 4.3882  0.2326
H 0.4261 -1.8494 2.3841  0.2180
H -2.8061 1.4433 -0.8753  0.3086
O 1.6315 1.8496 -0.3495  -0.2803
H 1.5605 3.7223 -2.1181  0.1511
H -0.2672 3.5509 -3.6369  0.3255
O -3.1371 0.8048 5.5495  -0.6613
O -5.3566 -0.8098 -1.0519  -0.5888
H -4.8152 3.0188 0.9518  0.2972
H -5.7331 0.9995 -0.2750  0.3311
O -4.1712 -0.5138 2.7821  -0.6694
O -3.8250 -2.9914 -2.3296  -0.6046

For the HOMO-LUMO gap, the calculation gives 0.3143 Ha. The net charge is 0. As for the LUMO energy: -1.0544 eV.



## b
Here is a cluster of 32 separate species, H64O32 in total from the Open Molecules 2025 dataset. Energies are from the ωB97M-V functional and the def2-TZVPD basis.

Last column: Mulliken charge in e.
Cartesian coordinates (Å):
H 1.6606 -0.4886 -3.2260  0.4134
O -1.8966 -1.8375 -1.7317  -0.2766
H 0.4286 5.0244 -2.3245  0.2821
H -1.4965 -2.7035 -1.6525  0.3247
H -5.3629 -2.1409 -2.0238  0.3071
O -2.3419 2.1350 -1.6483  -0.5571
H 0.4703 -5.1870 -0.8871  0.3593
O -1.8308 2.6024 4.7277  -0.6317
O 1.6198 0.1032 -3.9773  -0.7140
H -1.2048 -1.2289 -1.4724  0.0436
O 3.0869 3.5840 -1.0525  -0.6234
H 3.7432 0.5062 3.1632  0.3070
H 0.1786 -0.4941 0.5019  0.2848
O -2.3906 -4.0668 1.3685  -0.6953
H 4.9722 -1.2172 -0.5514  0.2769
H 0.9869 -0.3035 -4.5690  0.3935
H -0.5885 -2.0689 4.5648  0.2677
H 0.8193 -2.9534 -2.4860  0.2297
H 0.6412 4.6638 0.4200  0.2335
H -0.9535 2.2220 4.7717  0.3549
O 3.4183 -4.6242 -0.2797  -0.5947
O -5.4139 0.6961 2.5129  -0.5935
H -2.7721 -2.3517 -3.3061  0.3691
H -3.0568 2.6074 -2.0749  0.1880
H -0.0880 -2.0471 -5.5302  0.2796
H 4.4736 0.0679 -2.8329  0.3706
H -0.1444 2.7750 -3.9087  0.3344
H -1.0774 3.2689 1.0465  0.2976
H -1.6162 2.1852 -2.2705  0.3516
O -3.2392 0.2015 0.8614  -0.4990
H 1.1450 -1.8775 2.6307  0.1943
H -0.2728 -3.9817 -2.6909  0.2982
H 1.3413 4.6972 -3.4871  0.2982
H -2.7568 -0.0731 2.9323  0.2976
O 0.0838 -1.4086 4.3969  -0.4396
H -1.6884 3.4999 4.4269  0.2452
O 2.0566 -1.4698 -1.5518  -0.9531
H -1.7732 -4.0943 3.2584  0.3864
H -0.4069 -0.6184 4.1712  0.2034
O 2.2758 -2.3967 5.6306  -0.6294
H -4.7046 -0.8150 -1.7068  0.3117
H 3.7690 -3.7343 -0.3173  0.3586
H -2.7782 -0.1844 0.1166  0.0757
O -5.5520 -1.2090 -1.9139  -0.6313
H -4.8465 0.1733 1.9464  0.3208
H 1.1775 -1.1048 -1.4511  0.3558
O 3.2562 2.1709 -4.0575  -0.6061
H 0.6138 -5.9025 0.4394  0.2867
H -2.0158 -3.1978 1.2248  0.3214
H -2.0949 5.1205 -1.5858  0.2905
H -1.1720 -1.5255 -4.6111  0.2561
O 4.0302 0.3301 -2.0261  -0.6390
H 0.9476 6.0344 -0.1454  0.2126
H -0.6917 5.0852 3.0844  0.2662
H 2.1910 -1.9935 -0.7619  0.1239
O 2.8990 0.7551 2.7869  -0.6812
O 0.2882 -3.5973 -2.0173  -0.5818
O 4.6987 -2.1345 -0.5570  -0.6447
H 3.0911 1.5288 2.2572  0.2607
H 3.4608 2.9280 -1.6409  0.3247
H 3.4554 -4.8578 0.6478  0.3183
H -2.5721 -3.1142 -4.5985  0.2924
H -0.4094 0.8357 0.0803  0.1056
H 2.0646 -0.7649 2.1740  0.2402
O 1.3910 -1.3676 1.8589  -0.4034
H -2.5443 0.9422 4.0350  0.3938
O 1.7017 1.5390 5.3716  -0.6405
O 0.4207 4.7002 -3.2251  -0.5702
O -1.2477 -4.1353 4.0574  -0.6311
O -0.2963 4.4815 2.4555  -0.6236
H 1.9512 1.2641 4.4894  0.3443
O 0.1593 -5.9512 -0.4016  -0.6186
O -2.5641 0.0001 3.8671  -0.6351
O -1.0628 2.4095 0.6251  -0.6676
H -0.4971 -4.6812 3.8231  0.2703
H -1.9679 -4.6218 0.7130  0.3392
O -0.2096 -0.0414 -0.2469  -0.1013
H 4.1319 2.0325 -3.6967  0.3005
H 2.2094 3.2567 -0.8547  0.2809
H 1.6418 -2.2100 4.9382  0.3648
H 0.3136 1.3336 -3.8410  0.4084
H 5.2683 -2.5509 -1.2038  0.2918
H -2.8708 1.0813 0.9420  0.3839
H -1.5094 2.5444 -0.2106  0.2107
H 0.6182 4.4140 2.7298  0.3031
H 1.8877 0.7781 5.9217  0.3298
H 2.7661 1.3884 -3.8047  0.4715
H 1.9827 -3.2265 6.0071  0.2781
H -6.3023 0.4423 2.2629  0.2814
O -3.1262 -2.4492 -4.1900  -0.6754
H -3.2176 5.3877 -2.5656  0.3114
H 3.3784 -0.3548 -1.8770  0.3819
O 0.7350 5.1383 -0.4061  -0.4451
O -0.3289 -1.2890 -4.9977  -0.6101
O -0.4485 1.8935 -3.6924  -0.6414
O -2.4997 5.8181 -2.1013  -0.6053

For the HOMO-LUMO gap, the calculation gives 0.3607 Ha. The net charge is 0. As for the LUMO energy: -0.6508 eV.



Out of the structures above, which one is the least stable? Solution: a.